39
Properties=species:S:1:pos:R:3:nbo_charge:R:1 method="wB97M-V/def2-TZVPD" spin_multiplicity=1 charge=+1 relative_energy_kj_mol=56.37
Pt -0.5830 -0.1684 0.9028 0.9742
O 0.2587 0.1875 2.7785 -0.5647
O 1.5853 -0.1145 -0.1020 -0.5675
O -2.0221 -0.1348 -0.8341 -0.5511
O -0.2507 2.0010 -0.5204 -0.5578
O -0.1034 -2.1494 -0.7223 -0.5583
N -0.9901 1.5073 4.1692 -0.7309
N -2.6070 -2.3016 2.2657 -0.2665
N -3.8183 1.8944 1.6592 -0.2552
C -1.3261 -2.3750 -1.3893 -0.0983
C -2.9954 1.1408 1.9264 0.2588
C -0.9922 1.9352 -1.7155 -0.1001
C -0.8309 0.6703 3.1716 0.6885
C -1.9173 0.2287 2.2452 -0.4731
C -2.2754 1.2071 -1.3487 -0.0924
C -1.8476 -1.0632 -1.9289 -0.0949
C 1.0704 -2.0430 -1.5055 -0.0976
C 1.8574 0.9471 -1.0369 -0.0973
C 2.0833 -1.3790 -0.5892 -0.0871
C 1.1392 2.2158 -0.6197 -0.0889
C -2.3273 -1.1933 2.3116 0.2342
H -2.8218 -1.2083 -2.4054 0.2141
H -1.2184 -3.1092 -2.1932 0.2044
H -2.0028 -2.7824 -0.6347 0.2331
H 1.3738 3.0255 -1.3198 0.2008
H -0.4396 1.3931 -2.4934 0.1702
H -1.2185 2.9366 -2.1008 0.2090
H -2.8070 1.7347 -0.5626 0.2357
H -2.9377 1.1192 -2.2126 0.2077
H -1.1667 -0.6271 -2.6638 0.1787
H 0.8943 -1.4463 -2.4093 0.1694
H 2.9385 1.1249 -1.0500 0.2075
H 2.2388 -1.9911 0.2999 0.2226
H 1.4584 2.5213 0.3785 0.2135
H 1.4243 -3.0309 -1.8206 0.2079
H -0.1896 1.8191 4.7006 0.4370
H 3.0475 -1.2219 -1.0784 0.2028
H -1.9053 1.8578 4.4062 0.4365
H 1.5551 0.6289 -2.0393 0.1751

---

53
Properties=species:S:1:pos:R:3:mulliken_spin:R:1 method="wB97M-V/def2-TZVPD" spin_multiplicity=2 charge=+1 relative_energy_kj_mol=235.21
Ce 1.7550 -0.6791 1.1908 1.0088
Te 1.8541 -3.8657 0.6418 -0.0079
Se 4.0853 -1.2245 2.4978 -0.0063
Se -0.1663 -2.8016 1.6199 -0.0059
Se 3.9738 -2.1399 0.4099 0.0096
O 0.3110 0.1858 2.8556 -0.0032
N -2.8572 0.5059 0.2258 -0.0013
N -1.7491 0.4045 3.6967 0.0002
N 1.0793 1.3401 0.0848 0.0040
N -0.0741 1.5377 -0.6510 0.0024
C -2.8389 0.1102 1.5061 0.0001
C -3.4984 -0.2620 -0.7141 -0.0003
C -4.3134 -1.7179 0.9271 0.0000
C 1.9250 2.3474 -0.2622 0.0043
C 1.3502 -3.3726 -3.6696 0.0000
C 2.4470 -0.8215 -3.4279 0.0002
C 1.1971 3.3308 -1.0278 -0.0001
C 0.2005 0.0816 5.2730 -0.0003
C -2.2259 1.0364 2.4409 0.0027
C 3.2537 2.4092 0.3285 -0.0003
C -0.4110 0.2540 3.8956 -0.0039
C -3.5685 -1.0593 1.8943 0.0005
C 0.5577 -2.2477 -3.5928 -0.0001
C -1.1451 3.1848 -2.1159 0.0000
C 3.2488 -1.9587 -3.4989 0.0003
C -0.0673 2.7299 -1.2511 -0.0002
C 1.1039 -0.9703 -3.5167 0.0000
C -4.2830 -1.3545 -0.4198 0.0001
C 2.7016 -3.2334 -3.5659 0.0001
H 2.8297 0.1501 -3.2146 -0.0002
H 4.3031 -1.8484 -3.5702 0.0000
H -2.1126 3.1606 -1.6685 0.0000
H 1.1657 0.6484 5.2367 0.0000
H 0.3899 -0.1224 -3.5852 0.0000
H 3.2754 3.3432 1.0401 0.0000
H -4.7689 -1.8618 -1.2272 0.0000
H -2.3078 0.5413 4.5519 0.0000
H -1.2647 2.5457 -3.0488 0.0000
H -3.0129 1.7890 2.7252 -0.0002
H 3.2882 -4.1187 -3.6085 -0.0001
H -3.5283 -1.4157 2.9312 -0.0002
H -0.9518 1.0062 -0.3758 -0.0043
H -0.4873 0.5459 6.0491 0.0000
H -0.4984 -2.3586 -3.8181 0.0000
H 4.0698 2.5405 -0.4047 -0.0003
H 1.6284 4.1648 -1.5376 0.0000
H 0.8400 -4.3478 -3.6507 0.0000
H -4.7602 -2.6214 1.2443 0.0000
H 3.3952 1.4977 0.9646 0.0002
H -3.4544 0.1665 -1.7856 0.0000
H -0.9831 4.2059 -2.4201 0.0000
H -1.3805 1.5614 1.9442 0.0016
H 0.4797 -0.9222 5.4532 0.0002

---

14
Properties=species:S:1:pos:R:3:nbo_charge:R:1 method="wB97M-V/def2-TZVPD" spin_multiplicity=1 smiles="CNC[P@@H](=O)O" relative_energy_kj_mol=204.18
P 2.4641 -0.0183 -0.2647 1.9410
O 3.7804 0.4593 0.2012 -1.0895
O 2.2999 -1.4333 0.3982 -1.0045
N -0.1259 0.3171 -0.7895 -0.6487
C -1.2589 -0.1630 -0.0326 -0.4422
C 0.9428 0.9596 -0.0626 -0.5825
H 2.5988 -0.6609 -1.5244 -0.1289
H -1.6904 0.6949 0.4261 0.2156
H 0.2623 -0.2672 -1.5567 0.3696
H -2.0887 -0.5531 -0.6676 0.2085
H 0.8491 0.7321 1.0512 0.2240
H -1.1105 -1.2154 0.4167 0.1899
H 2.6047 -1.4274 1.3394 0.5108
H 0.9728 1.9565 -0.3670 0.2368

---

23
Properties=species:S:1:pos:R:3:nbo_charge:R:1 method="wB97M-V/def2-TZVPD" spin_multiplicity=1 charge=-1 relative_energy_kj_mol=119.30
O -0.2382 0.7013 -0.5207 -1.1538
O 0.8998 3.2285 -0.9705 -0.9913
O -1.3296 2.6444 1.0350 -1.0010
O 1.9924 -0.1884 -0.8630 -1.1034
O 2.3992 -0.0843 1.8116 -0.9958
O -2.4501 -1.5834 -0.7780 -0.7337
C -1.7077 -1.6917 0.4501 -0.0909
C -0.4281 -2.4997 0.2535 -0.6578
H 0.8668 0.1173 -0.6632 0.4858
H -1.7711 -1.4998 -1.4584 0.4588
H 0.4011 -2.0068 -0.2666 0.2417
H -1.2653 3.2728 0.2874 0.4579
H 1.8076 0.4348 2.3413 0.4522
H 1.8699 3.2263 -0.9001 0.4567
H -0.6209 0.7265 -1.3937 0.4471
H -0.5988 -3.3309 -0.4728 0.1805
H 2.0557 0.4966 -1.5642 0.4385
H -0.0297 -3.0594 1.1100 0.2102
H -1.3279 -0.7359 0.8017 0.2204
H -2.3391 -2.3634 1.0397 0.1594
H 2.1037 0.0401 0.8687 0.5094
H -0.9777 1.8412 0.5477 0.5051
H 0.6879 2.3139 -0.6955 0.5039

---

24
Properties=species:S:1:pos:R:3:nbo_charge:R:1 method="wB97M-V/def2-TZVPD" spin_multiplicity=1 smiles="O=CCN(CC[C@@](F)(Br)C(F)(F)Br)S(=O)(=O)F"
Br 1.0768 4.1569 -0.9283 0.0465
Br 3.1540 1.5596 -0.3888 0.0307
S -1.5205 -0.9172 1.7308 2.3819
F 1.2998 0.5739 1.3849 -0.3397
F -3.1398 -1.3941 1.7592 -0.4703
F 1.5371 3.3095 1.6328 -0.3348
F -0.6080 2.9467 0.8977 -0.3180
O -0.9128 -3.0306 -2.0212 -0.4897
O -1.5026 0.4922 2.2099 -0.8564
O -0.8274 -1.8118 2.7169 -0.8606
N -1.0211 -1.1449 0.1246 -0.6408
C 0.1625 -2.6198 -1.5546 0.4008
C 0.4888 0.6677 -1.0167 -0.5051
C 0.1196 -2.0709 -0.0304 -0.3403
C 1.2395 1.3625 0.2131 0.2907
C -0.9584 0.0884 -0.6877 -0.2625
C 0.7430 2.8491 0.5373 0.5953
H 1.1412 -2.5929 -2.1596 0.1494
H 1.1828 -0.0658 -1.5618 0.2460
H 0.3238 1.5129 -1.7810 0.2695
H -0.0834 -3.0076 0.6031 0.2797
H 1.1311 -1.6754 0.2989 0.2212
H -1.5783 0.9643 -0.2775 0.2714
H -1.4478 -0.1525 -1.7016 0.2349

---

| no. | E (a.u.) | M (g mol⁻¹) |
| --- | --- | --- |
| 1 | -1127.50235 | 479.37 |
| 2 | -8980.00541 | 829.02 |
| 3 | -627.57823 | 109.06 |
| 4 | -536.66979 | 135.14 |
| 5 | -6458.87664 | 408.99 |